{"formula": "C6H15N", "method": "ωB97M-V with the def2-TZVPD basis set", "species": ["C", "C", "C", "C", "C", "N", "C", "H", "H", "H", "H", "H", "H", "H", "H", "H", "H", "H", "H", "H", "H", "H"], "xyz": [[0.13513, 0.73383, 0.04175], [0.42008, 0.15055, -1.32998], [1.86579, 0.31936, -1.86408], [-0.66822, 0.60698, -2.33303], [-0.78623, -0.17810, 0.85920], [-0.09510, -0.87821, 1.93332], [-0.76347, -1.12832, 3.21054], [-0.28168, 1.72563, -0.19854], [1.09718, 0.91028, 0.50177], [0.31308, -0.94428, -1.42654], [2.04226, -0.18792, -2.79938], [2.48223, 0.25245, -0.92903], [2.00174, 1.39384, -2.01555], [-0.53342, 1.67524, -2.39060], [-1.70931, 0.41694, -2.00870], [-0.53367, 0.11880, -3.28800], [-1.75633, 0.21252, 1.21710], [-1.22331, -0.91867, 0.14400], [0.83454, -0.49416, 2.09413], [-1.29180, -2.10337, 3.19728], [-1.57535, -0.41743, 3.42595], [0.02586, -1.26597, 3.95842]], "forces_ev_per_angstrom": [[0.1, 0.0, -0.9], [-0.5, -2.1, -2.3], [-1.0, 2.6, 2.4], [0.3, 0.2, 0.8], [-0.4, -0.7, -0.6], [-1.6, 2.4, 0.8], [0.2, -1.7, -0.2], [-0.2, -0.3, 0.8], [0.2, 0.1, 0.7], [-0.1, 0.0, 1.2], [0.5, -0.5, 0.3], [0.3, -1.2, -1.4], [0.0, 0.2, -0.7], [-0.3, 0.6, -0.6], [0.5, 0.0, 0.1], [0.1, 0.1, -0.3], [0.6, 0.3, 0.4], [0.5, -0.1, 0.3], [0.5, -0.7, -0.5], [0.2, 0.2, -0.3], [0.6, 0.2, -0.1], [-0.5, 0.5, 0.1]], "nbo_charge": [-0.44, -0.21, -0.61, -0.61, -0.30, -0.11, -0.49, 0.26, 0.22, 0.19, 0.24, 0.21, 0.21, 0.21, 0.20, 0.23, 0.27, 0.30, 0.42, 0.28, 0.27, 0.26], "homo_energy_ev": [-14.3, -14.3], "charge": 1, "total_energy_ha": -292.0074, "orbital_gap_ev": [11.24, 6.28], "multiplicity": 2, "s_squared": 0.754, "relative_energy_kcal_mol": 34.4}

=====

{"formula": "C4H12N3", "method": "ωB97M-V with the def2-TZVPD basis set", "species": ["C", "C", "C", "C", "N", "N", "N", "H", "H", "H", "H", "H", "H", "H", "H", "H", "H", "H", "H"], "xyz": [[-1.66289, 1.38696, 0.17491], [2.36713, -0.02918, -0.23852], [-2.14141, -1.12060, -0.37370], [0.95967, 0.00484, -0.88322], [-0.33254, 1.65879, 0.34823], [-1.41106, 0.11726, -0.12609], [-0.06944, 0.31032, 0.21027], [1.39651, -1.32884, 2.06866], [-2.65439, 1.93609, 0.41499], [2.68117, 0.84761, 0.21811], [2.37461, -0.95091, 0.32303], [2.94577, -0.27701, -1.09082], [-1.36024, -1.85840, -0.64447], [-2.75406, -1.19107, 0.50386], [-2.76992, -0.89989, -1.20518], [0.63117, -0.89978, -1.23912], [0.83219, 0.81544, -1.70229], [0.16244, 2.29581, 0.98060], [0.80532, -0.81744, 2.26074]], "forces_ev_per_angstrom": [[-1.4, 0.8, 0.5], [-2.4, -2.5, -2.1], [1.1, 1.1, -0.1], [-0.2, 4.0, 1.2], [-1.6, 1.2, 0.4], [0.2, 1.6, 0.2], [1.9, -1.4, -1.0], [-1.5, 1.2, 0.7], [2.1, -0.9, -0.6], [0.5, 1.4, 1.0], [0.4, 0.3, 0.8], [1.3, 0.2, -0.8], [-1.0, 0.0, 0.6], [-0.1, -1.3, 0.4], [-0.5, -0.3, -0.8], [-0.2, -2.3, -1.0], [0.2, -1.3, 1.3], [-0.3, -0.5, -0.3], [1.5, -1.4, -0.3]], "nbo_charge": [0.25, -0.61, -0.41, -0.21, -0.39, -0.16, -0.02, 0.00, 0.27, 0.22, 0.23, 0.24, 0.25, 0.25, 0.24, 0.20, 0.21, 0.45, 0.00], "homo_energy_ev": -14.7, "charge": 1, "total_energy_ha": -323.4579, "orbital_gap_ev": 11.01, "relative_energy_kcal_mol": 138.3}

=====

{"formula": "C2H6N6S", "method": "ωB97M-V with the def2-TZVPD basis set", "species": ["N", "N", "C", "N", "N", "C", "S", "N", "N", "H", "H", "H", "H", "H", "H"], "xyz": [[-2.75062, -0.22726, 0.12064], [-1.62725, 0.54245, 0.02194], [-0.40830, -0.19937, -0.12270], [-0.32216, -1.51622, -0.06420], [1.05280, -1.63545, -0.02922], [1.78760, -0.50068, -0.01693], [3.44147, -0.17964, 0.07306], [0.82666, 0.45091, 0.06757], [0.98904, 1.78598, -0.03015], [-2.91728, -0.49377, 1.21220], [-2.87331, -0.93153, -0.47010], [-1.68653, 1.30534, -0.78137], [1.52788, -2.47271, -0.01820], [1.29801, 2.17895, 0.75264], [1.66199, 1.89300, -0.71521]], "forces_ev_per_angstrom": [[-1.5, 3.0, 7.0], [2.3, 1.3, -3.0], [-1.4, 0.4, 1.8], [1.0, 2.4, -0.6], [0.8, 1.2, -0.1], [0.5, -0.1, 1.0], [-0.8, -0.5, -0.3], [-2.4, -1.9, -0.7], [-2.8, -0.9, -3.2], [0.5, 0.6, -3.9], [-0.1, -3.8, -2.9], [0.0, -2.0, 2.4], [0.6, -2.3, 0.0], [1.5, 1.7, 4.3], [1.8, 0.9, -1.8]], "nbo_charge": [-0.64, -0.44, 0.47, -0.30, -0.39, 0.22, -0.30, -0.24, -0.60, 0.36, 0.35, 0.38, 0.41, 0.36, 0.37], "homo_energy_ev": -8.2, "total_energy_ha": -806.4369, "smiles": "NNc1n[nH]c(=S)n1N", "orbital_gap_ev": 8.91, "relative_energy_kcal_mol": 30.2}